Record 1
Computed, not measured: 2 unconnected molecules or ions with the total composition C4H12S2, with wB97M-V/def2-TZVPD.

```
18
Properties=species:S:1:pos:R:3:lowdin_charge:R:1
C 1.267 -2.358 -0.026 -0.17
C 1.219 -1.006 0.785 -0.59
S 1.253 -1.393 2.611 0.64
H 2.146 -2.902 0.267 0.05
H 0.297 -2.963 0.110 0.09
H 1.307 -1.964 -1.017 0.04
H 0.483 -0.276 0.442 0.04
H 2.224 -0.648 0.661 0.04
H -0.074 -1.698 2.633 -0.15
C -0.919 2.717 0.264 -0.45
S -2.045 2.224 -1.170 0.66
C -1.346 0.553 -1.745 -0.39
H -1.187 3.766 0.566 0.02
H -0.876 2.134 1.268 0.05
H 0.162 2.889 -0.223 0.06
H -1.810 0.039 -0.864 0.02
H -0.262 0.392 -1.874 0.04
H -1.839 0.495 -2.691 0.00
```

The calculation puts the HOMO-LUMO gap at 9.427 eV. Its electronic energy is -955.90410 Eh. For the LUMO energy, the calculation gives 0.78 eV. The energy relative to the best compared isomer or geometry (same formula, charge and spin) is 158.47 kJ/mol.


Record 2
Computed, not measured: 2 unconnected molecules or ions with the total composition C4H12S2, with wB97M-V/def2-TZVPD.

```
18
Properties=species:S:1:pos:R:3:lowdin_charge:R:1
C 1.845 -1.454 -1.882 -0.41
S 1.765 0.236 -1.083 0.66
C 2.232 0.048 0.633 -0.45
H 1.579 -1.522 -3.019 0.07
H 2.757 -2.001 -1.676 0.00
H 0.906 -1.951 -1.242 0.07
H 1.589 -0.703 1.028 0.00
H 2.316 1.125 1.100 0.09
H 3.224 -0.408 0.611 0.02
C -2.527 1.713 1.369 -0.47
S -2.151 1.492 -0.365 0.72
C -1.532 -0.213 -0.167 -0.47
H -2.708 2.791 1.551 0.03
H -3.426 1.151 1.598 0.03
H -1.636 1.512 2.024 0.05
H -2.341 -0.984 -0.015 0.05
H -0.754 -0.294 0.649 0.03
H -1.138 -0.539 -1.115 -0.01
```

The calculation puts the HOMO-LUMO gap at 9.174 eV. Its electronic energy is -955.90650 Eh. For the LUMO energy, the calculation gives 0.88 eV. The energy relative to the best compared isomer or geometry (same formula, charge and spin) is 152.15 kJ/mol.


Record 3
Computed, not measured: 2 unconnected molecules or ions with the total composition C4H12S2, with wB97M-V/def2-TZVPD.

```
18
Properties=species:S:1:pos:R:3:lowdin_charge:R:1
C -1.495 -0.326 1.585 -0.21
C -0.353 0.540 1.977 -0.59
S -0.408 2.129 0.999 0.67
H -2.455 0.181 1.687 0.07
H -1.619 -1.277 2.116 0.08
H -1.463 -0.723 0.561 0.06
H -0.509 0.882 3.006 0.06
H 0.622 0.066 2.040 0.07
H 0.838 2.459 1.323 -0.17
C -0.040 -0.671 -2.342 -0.19
C 1.154 -0.802 -1.420 -0.61
S 2.305 0.622 -1.527 0.68
H -0.797 0.019 -1.955 0.06
H -0.583 -1.619 -2.391 0.07
H 0.266 -0.237 -3.293 0.06
H 0.756 -0.926 -0.415 0.04
H 1.821 -1.657 -1.515 0.05
H 1.961 1.339 -0.437 -0.21
```

The calculation puts the HOMO-LUMO gap at 9.574 eV. Its electronic energy is -955.94187 Eh. For the LUMO energy, the calculation gives 0.71 eV. The energy relative to the best compared isomer or geometry (same formula, charge and spin) is 59.28 kJ/mol.


Record 4
Computed, not measured: 2 unconnected molecules or ions with the total composition C4H12S2, with wB97M-V/def2-TZVPD.

```
18
Properties=species:S:1:pos:R:3:lowdin_charge:R:1
C -2.270 -0.995 0.932 -0.16
C -1.796 0.445 0.715 -0.60
S -2.191 1.131 -0.919 0.81
H -1.798 -1.371 1.848 0.08
H -3.335 -1.149 0.813 0.08
H -1.760 -1.680 0.236 0.06
H -0.735 0.565 0.904 0.04
H -2.360 1.038 1.436 0.08
H -2.133 -0.028 -1.572 -0.13
C 1.879 1.221 -0.542 -0.12
C 2.153 -0.239 -0.979 -0.48
S 3.027 -1.047 0.433 1.05
H 0.816 1.344 -0.328 0.04
H 2.396 1.404 0.398 0.06
H 2.081 1.930 -1.336 0.09
H 2.892 -0.378 -1.773 0.08
H 1.285 -0.817 -1.281 0.08
H 1.850 -1.375 1.016 -0.07
```

The calculation puts the HOMO-LUMO gap (spin up / spin down) at 9.649 / 2.776 eV. Its electronic energy is -955.60337 Eh. As for the multiplicity: 2. As for the charge: +1. For the LUMO energy (spin up / spin down), the calculation gives -3.72 / -9.30 eV. The expectation value of S² is 0.755. The energy relative to the best compared isomer or geometry (same formula, charge and spin) is 99.82 kJ/mol.